13
Properties=species:S:1:pos:R:3 method="wB97M-V/def2-TZVPD" e_lumo_ev="-0.55 / -0.55"
O -0.33 -1.51 0.58
O 1.60 0.60 1.38
N 2.40 0.10 0.63
N -0.10 0.78 0.63
C -0.79 -0.36 0.43
C 2.30 -0.39 -0.51
C -2.11 -0.06 -0.22
H 3.20 -0.56 -1.15
H -2.81 0.12 0.56
H -0.14 1.79 0.27
H 1.40 -0.38 -1.08
H -2.17 0.87 -0.82
H -2.45 -1.02 -0.70

=====

9
Properties=species:S:1:pos:R:3 method="wB97M-V/def2-TZVPD" charge=-1 e_lumo_ev=4.32
S -1.72 -0.43 -0.01
O 1.25 1.46 0.37
C 0.97 0.28 0.42
C 1.41 -0.69 -0.65
H 2.01 -0.19 -1.39
H 0.63 -0.19 1.35
H -3.03 -0.20 -0.24
H 0.48 -1.07 -1.09
H 1.94 -1.54 -0.22